No. 1
ORCA calculation (wB97M-V/def2-TZVPD) on a cluster of 9 separate species, C26H76N6O10 in total in a non-equilibrium geometry.

Last column: Mulliken charge in e.
CARTESIAN COORDINATES (ANGSTROEM)
C 6.75051 -8.02056 1.49209  -0.7735
O 6.60348 -7.44054 0.27636  -0.3053
C 7.08845 -6.13395 0.31511  -0.7865
C 7.83422 -5.79632 -0.99888  0.4089
C 9.18534 -6.47994 -1.10775  -1.4658
N 8.18603 -4.38396 -0.93066  -0.7495
H 6.36270 -9.03781 1.54599  0.2677
H 6.36166 -7.50546 2.37047  0.3117
H 7.80642 -8.18358 1.70787  0.3100
H 6.23378 -5.47885 0.48393  0.3951
H 7.81037 -5.87360 1.08915  0.3933
H 7.26581 -5.87384 -1.92570  0.3437
H 9.87705 -5.93282 -1.74830  0.5067
H 8.98366 -7.46638 -1.52532  0.2968
H 9.75975 -6.65164 -0.19744  0.2984
H 8.68024 -4.33263 -0.05133  0.2972
H 8.98025 -4.37727 -1.55458  0.2517
C -1.29316 -4.36195 4.88556  -0.7167
O -2.56757 -4.30670 4.41943  -0.3005
C -3.42819 -5.29131 5.07586  -0.7790
C -4.94852 -4.84857 5.00036  0.5489
C -5.42522 -3.69454 5.84859  -1.3921
N -5.84080 -6.00675 5.13812  -0.7219
H -0.97106 -5.37438 5.12914  0.3324
H -1.09536 -3.77584 5.78303  0.2705
H -0.68781 -3.92295 4.09250  0.2251
H -3.24042 -6.20344 4.50941  0.3045
H -3.21202 -5.56749 6.10789  0.3808
H -5.05836 -4.74626 3.92075  0.2675
H -6.40162 -3.35828 5.49979  0.3672
H -4.82531 -2.78492 5.87658  0.3432
H -5.30136 -3.99969 6.88764  0.3392
H -6.80546 -5.71061 5.18107  0.2411
H -5.74081 -6.46971 4.24606  0.2898
C 1.45952 -1.78134 -13.04311  -0.7139
O 2.04252 -1.28734 -11.79081  -0.3355
C 1.15985 -0.45149 -10.99274  -0.7950
C 2.04882 0.60558 -10.28201  0.8455
C 1.53838 1.45390 -9.15147  -1.5530
N 2.41110 1.54304 -11.33470  -0.6916
H 1.40841 -1.01200 -13.81356  0.2987
H 0.47012 -2.20524 -12.87135  0.3056
H 2.12514 -2.51701 -13.49457  0.2636
H 0.35225 -0.01060 -11.57712  0.3859
H 0.67079 -1.08277 -10.25086  0.3351
H 2.95595 0.07032 -10.00144  0.1422
H 0.71515 2.15962 -9.26256  0.3979
H 2.23666 2.16877 -8.71620  0.3789
H 1.19499 0.86450 -8.30129  0.3459
H 2.78286 0.97473 -12.08233  0.1996
H 2.90877 2.37497 -11.05131  0.1902
C -5.00119 4.13727 3.61305  -0.7199
O -5.80782 4.74842 4.65447  -0.3464
C -7.09385 4.26576 4.69589  -0.6679
C -7.92401 4.84913 5.85493  0.6936
C -7.48523 4.41929 7.22811  -1.4131
N -9.42098 4.45867 5.67364  -0.6494
H -4.18779 4.83161 3.40237  0.2381
H -5.51826 4.05351 2.65716  0.3052
H -4.71192 3.21070 4.10893  0.3130
H -7.60459 4.60523 3.79478  0.2649
H -7.04517 3.17693 4.68289  0.3654
H -7.78880 5.92212 5.71885  0.1400
H -7.71854 3.36972 7.40718  0.3783
H -7.97993 4.93213 8.05295  0.3577
H -6.41479 4.56233 7.37576  0.3346
H -9.90743 4.84358 4.87658  0.1997
H -9.97617 4.57663 6.50907  0.2065
C 8.67839 7.52417 5.00149  -0.6876
O 8.27410 8.41026 3.92958  -0.3277
C 7.13430 8.17238 3.18329  -0.7540
C 7.30294 7.32128 1.89000  0.2762
C 6.15356 7.68496 0.81907  -1.3254
N 7.44841 5.93901 2.06354  -0.5756
H 8.13301 7.65044 5.93675  0.2785
H 9.69303 7.75264 5.32767  0.2541
H 8.63726 6.46325 4.75481  0.2976
H 6.28228 7.81470 3.76142  0.4052
H 6.94742 9.17329 2.79425  0.3121
H 8.22827 7.72900 1.48304  0.2579
H 5.17082 7.47803 1.24275  0.3192
H 6.06415 7.07443 -0.07946  0.4051
H 6.36732 8.71260 0.52521  0.3342
H 7.50088 5.52811 1.14239  0.2676
H 6.63992 5.61479 2.57474  0.2632
C -5.86639 -1.48335 -1.45415  -0.7904
O -7.06913 -1.87546 -1.22416  -0.2714
C -7.47384 -3.10858 -1.77808  -0.6737
C -8.97577 -3.28504 -1.64123  0.6234
C -9.48590 -3.03252 -0.25491  -1.3298
N -9.30830 -4.63421 -2.11162  -0.7861
H -5.70237 -1.58712 -2.52673  0.3331
H -5.01966 -1.79782 -0.84401  0.2642
H -5.84488 -0.39528 -1.39293  0.2666
H -7.28426 -3.04401 -2.84952  0.3631
H -6.93997 -3.92690 -1.29494  0.3268
H -9.44888 -2.57445 -2.31897  0.1619
H -10.52727 -3.35424 -0.24268  0.3712
H -9.46789 -1.95364 -0.10066  0.3369
H -9.09177 -3.53691 0.62733  0.2882
H -10.31090 -4.64529 -2.23313  0.2615
H -9.02567 -4.79009 -3.06866  0.2545
O 4.64991 1.01362 -0.83497  -0.5316
C 3.81340 1.04715 -1.91930  -0.2372
C 2.39793 1.09344 -1.44701  -0.4138
O 2.10817 2.44003 -0.91628  -0.5431
H 5.29189 0.30027 -0.85902  0.3148
H 3.94358 2.00516 -2.42268  0.1847
H 4.09544 0.24749 -2.60421  0.3932
H 2.18045 0.38650 -0.64636  0.2523
H 1.60505 1.10432 -2.19489  0.2704
H 2.68972 2.49720 -0.15462  0.3081
O -0.61442 5.31195 -4.33918  -0.6405
H 0.11369 5.92926 -4.26828  0.3177
H -0.48062 4.69898 -3.61628  0.3236
O 2.34069 2.57196 4.79879  -0.6404
H 1.41702 2.49097 5.03650  0.3212
H 2.81383 2.40481 5.61391  0.3193

Calculated values
E_HOMO: -8.71 eV
structure (SMILES): COC[C@H](C)N.COC[C@H](C)N.COC[C@H](C)N.COC[C@H](C)N.COC[C@H](C)N.COC[C@H](C)N.OCCO.O.O
electronic energy: -2116.8085 a.u.
orbital gap: 9.17 eV
strongest force on any atom: 6.1 eV Å⁻¹

***

No. 2
ORCA calculation (wB97M-V/def2-TZVPD) on a structure of composition C4H7OSn in a non-equilibrium geometry.

Last column: Mulliken spin population.
CARTESIAN COORDINATES (ANGSTROEM)
C -0.27602 0.67974 1.40181  -0.0018
C -0.32708 -0.31799 0.27438  0.0049
C -0.02587 0.13439 -1.12688  0.0076
O -0.11976 -0.82589 -2.09307  -0.0600
Sn -0.67815 -0.83348 -3.73842  1.0428
H 0.00195 1.70656 1.15424  -0.0003
H -1.09115 -1.09743 0.34611  0.0000
H -1.01686 0.58977 2.19678  -0.0003
H 0.97011 0.62532 -1.14961  0.0032
C 0.78463 -0.37886 1.28933  0.0029
H 1.77987 -0.07046 0.96181  -0.0001
H 0.77487 -1.19964 2.00770  0.0000
H -0.77654 0.98797 -1.52419  0.0011

Calculated values
spin multiplicity: 2
E_HOMO (alpha / beta): -6.02 / -9.93 eV
electronic energy: -446.0233 a.u.
orbital gap (alpha / beta): 5.65 / 9.65 eV
strongest force on any atom: 8.6 eV Å⁻¹

***

No. 3
ORCA calculation (wB97M-V/def2-TZVPD) on a cluster of 7 separate species, C14H21N7 in total in a non-equilibrium geometry.

Last column: Mulliken charge in e.
CARTESIAN COORDINATES (ANGSTROEM)
C 0.13644 -0.15322 -0.14820  -0.0541
C 0.75950 0.34999 1.05223  0.3998
N 1.23498 0.71702 2.03279  -0.4285
H -0.93779 -0.09049 0.04742  -0.0987
H 0.29089 -1.22626 -0.28471  0.0858
H 0.45032 0.35393 -1.05185  0.1441
C -4.11808 1.15195 -0.57569  -0.6194
C -5.47792 1.02367 -0.09626  0.2053
N -6.55516 0.94149 0.28446  -0.3633
H -4.05565 1.35618 -1.64233  0.3096
H -3.57285 0.22201 -0.41771  0.1666
H -3.64033 1.97853 -0.05269  0.2829
C 2.21928 1.21447 4.91719  -0.6114
C 2.16800 1.70949 6.30355  0.2323
N 2.13422 2.06188 7.39595  -0.3814
H 2.16755 0.13359 5.06768  0.2364
H 3.11840 1.45350 4.36482  0.3081
H 1.31789 1.57744 4.43871  0.2273
C 1.05035 -5.94559 -1.35609  -0.7885
C 0.42684 -4.64955 -1.16563  0.2669
N -0.07993 -3.63830 -0.98220  -0.3231
H 0.90119 -6.53273 -0.44843  0.2621
H 2.12760 -5.81378 -1.45767  0.2557
H 0.64453 -6.48398 -2.20694  0.2794
C -1.76765 -1.62580 3.06665  -0.4653
C -2.02024 -2.61781 4.11559  0.1334
N -2.17342 -3.44712 4.89203  -0.3510
H -2.42208 -0.76941 3.22425  0.2892
H -1.98524 -1.98647 2.06247  0.2444
H -0.71130 -1.36780 3.12060  0.1255
C -0.46193 3.89139 -3.40551  -0.7730
C -1.00637 2.87191 -2.51558  0.3127
N -1.39585 2.08825 -1.77730  -0.3091
H -1.31664 4.33335 -3.91654  0.2885
H 0.17777 3.37047 -4.11824  0.2288
H 0.11830 4.61468 -2.84143  0.2836
C 3.93110 1.64805 -4.72578  -0.8802
C 3.26162 1.11618 -3.56134  0.3413
N 2.72292 0.72384 -2.63046  -0.3171
H 4.02967 2.72317 -4.54815  0.2571
H 3.35592 1.43186 -5.62234  0.2634
H 4.95315 1.29004 -4.83733  0.3339

Calculated values
E_HOMO: -11.12 eV
structure (SMILES): CC#N.CC#N.CC#N.CC#N.CC#N.CC#N.CC#N
electronic energy: -929.2734 a.u.
orbital gap: 11.12 eV
strongest force on any atom: 1.5 eV Å⁻¹

***

No. 4
ORCA calculation (wB97M-V/def2-TZVPD) on a structure of composition C30H39N8O2SSiV.

Last column: Mulliken spin population.
CARTESIAN COORDINATES (ANGSTROEM)
V 0.43801 -0.48110 0.18023  2.9898
O 2.96158 2.53523 2.02983  0.0088
C 2.46314 1.81578 1.15892  0.0119
N 1.19419 1.39471 1.05215  -0.0478
C 0.29848 1.87004 2.05121  0.0368
C 0.28440 3.17950 2.53620  0.0012
C -0.66855 3.57982 3.46065  0.0013
C -1.61679 2.67572 3.92308  0.0037
C -1.62061 1.37461 3.44663  0.0045
C -0.67500 0.97206 2.50748  -0.0135
N -0.65987 -0.29690 1.90211  0.0411
C -0.92281 -1.39766 2.61412  0.0515
O -1.21401 -1.52473 3.80235  0.0094
C -0.86760 -2.63393 1.74314  0.0239
C -1.33108 -3.84441 2.23205  0.0027
C -1.39065 -4.92950 1.37694  0.0163
C -1.00936 -4.75750 0.05511  -0.0039
C -0.53923 -3.51937 -0.34359  0.0146
N -0.42936 -2.48017 0.48448  -0.0860
C 3.38158 1.39925 0.02596  0.0198
C 4.58493 2.09345 -0.09203  0.0025
C 5.42687 1.81084 -1.14727  0.0011
C 5.03867 0.83679 -2.05436  0.0001
C 3.83914 0.18190 -1.84216  0.0124
N 3.01544 0.43840 -0.82199  0.0098
H 1.04541 3.87145 2.20489  -0.0006
H -0.66655 4.60054 3.82528  -0.0004
H -2.35793 2.98706 4.64962  0.0000
H -2.35798 0.66075 3.78115  -0.0005
H -1.64643 -3.88266 3.26481  -0.0002
H -1.75354 -5.88832 1.72586  0.0018
H -1.07965 -5.56004 -0.66633  -0.0006
H -0.26151 -3.32929 -1.36704  -0.0234
H 4.80831 2.83899 0.65604  0.0002
H 6.36326 2.34199 -1.26642  0.0000
H 5.64603 0.58003 -2.91189  -0.0003
H 3.52535 -0.58187 -2.53971  -0.0030
C -1.29286 5.71895 0.58598  -0.0003
C -2.37059 4.78055 0.97110  0.0010
N -3.37562 5.04583 1.74669  0.0001
N -4.07965 3.87505 1.77261  0.0003
C -3.53469 2.88271 1.04059  0.0016
S -4.11361 1.34674 0.76220  -0.0002
N -2.41636 3.48392 0.53970  -0.0003
N -1.52559 2.94433 -0.39831  0.0086
H -1.46181 6.67152 1.08190  -0.0001
H -1.28397 5.85997 -0.49556  0.0001
H -0.31995 5.32501 0.88217  0.0002
H -4.91498 3.78142 2.31954  0.0002
H -0.62189 2.85811 0.07106  0.0107
H -1.82856 1.97932 -0.54380  -0.0023
C 0.60611 1.13357 -3.17685  -0.0057
Si -0.00643 -0.55771 -2.50593  -0.0449
C 1.15356 -1.88386 -3.46950  -0.0152
C 0.45276 -3.04918 -4.18228  -0.0022
C 2.14170 -2.52555 -2.47899  0.0307
C 1.96322 -1.15635 -4.55118  -0.0058
C -1.79572 -0.67991 -3.27994  -0.0359
C -2.49068 -1.99432 -2.91108  -0.0107
C -1.82152 -0.48914 -4.79917  -0.0030
C -2.63923 0.43873 -2.66412  -0.0042
H 0.59257 1.23756 -4.26550  -0.0056
H 1.62077 1.33850 -2.82840  -0.0087
H -0.02586 1.92172 -2.75668  0.0134
H -0.09564 -3.69949 -3.49753  0.0023
H 1.20835 -3.67760 -4.67509  -0.0004
H -0.24722 -2.72138 -4.95161  -0.0011
H 1.67669 -3.32101 -1.89867  -0.0061
H 2.53578 -1.82034 -1.75058  -0.0134
H 2.98586 -2.98238 -3.01521  0.0014
H 1.30890 -0.74648 -5.32522  0.0006
H 2.65957 -1.85372 -5.03860  0.0017
H 2.54555 -0.32349 -4.15467  -0.0003
H -2.00296 -2.87131 -3.33800  -0.0003
H -3.52777 -1.98787 -3.27314  0.0003
H -2.52682 -2.11876 -1.82476  0.0025
H -1.27454 -1.26512 -5.34000  0.0000
H -1.39306 0.47466 -5.08239  0.0002
H -2.85767 -0.50502 -5.16465  -0.0003
H -2.72800 0.31902 -1.58252  -0.0014
H -3.66051 0.40917 -3.06683  0.0007
H -2.23518 1.43087 -2.87559  0.0066

Calculated values
spin multiplicity: 4
E_HOMO (alpha / beta): -4.51 / -4.33 eV
electronic energy: -3386.9294 a.u.
orbital gap (alpha / beta): 7.08 / 6.85 eV
strongest force on any atom: 0.8 eV Å⁻¹
net charge: -1

***

Among the records above, which one has the lowest strongest force on any atom? C30H39N8O2SSiV

***

Among the records above, which one has the lowest strongest force on any atom? C30H39N8O2SSiV